Entry from the OMol25 dataset: C60H46BrFeN10OP2Se as an isolated structure (ωB97M-V/def2-TZVPD).

Last column: Mulliken charge in e.
Cartesian coordinates (Å):
Fe  0.48  -0.14  0.54  0.92
Se  5.99  -5.28  1.32  0.27
N  4.62  -5.12  0.19  -0.86
C  3.99  -4.02  0.51  0.59
C  2.82  -3.51  -0.20  0.82
C  2.27  -4.17  -1.31  -0.96
C  1.17  -3.60  -1.93  -1.92
C  0.65  -2.40  -1.43  0.25
N  1.19  -1.77  -0.40  1.43
C  2.25  -2.32  0.21  -0.09
C  2.81  -1.56  1.35  -1.02
N  2.21  -0.37  1.61  1.27
C  2.76  0.40  2.54  0.05
C  3.86  0.01  3.30  -1.85
C  4.45  -1.22  3.05  -0.77
C  3.92  -2.01  2.03  0.67
C  4.54  -3.27  1.61  0.60
N  5.61  -3.77  2.18  -0.87
H  2.70  -5.10  -1.64  0.61
H  0.70  -4.07  -2.78  0.71
H  -0.23  -1.95  -1.86  -0.27
H  2.33  1.38  2.67  0.37
H  4.25  0.67  4.06  0.61
H  5.32  -1.56  3.59  0.60
C  1.65  2.97  -1.86  -2.45
N  0.69  3.05  -2.92  1.43
C  -0.68  3.31  -2.53  -1.46
P  -1.30  1.88  -1.53  2.55
C  -1.82  2.66  0.07  -0.45
C  -1.85  1.88  1.31  0.90
C  -2.51  2.51  2.42  -0.11
C  -2.88  3.83  2.42  -0.78
C  -2.70  4.58  1.27  -1.46
C  -2.23  3.96  0.10  -0.45
C  -2.94  1.60  -2.29  0.70
C  -2.95  1.26  -3.64  -0.39
C  -4.14  0.92  -4.27  -0.82
C  -5.33  0.90  -3.55  -0.72
C  -5.32  1.24  -2.21  -0.78
C  -4.13  1.59  -1.58  -0.71
C  1.14  3.48  -4.20  0.05
C  2.06  4.51  -4.33  -0.09
C  2.43  4.97  -5.59  -0.92
C  1.88  4.40  -6.72  -0.54
C  0.97  3.36  -6.59  -1.02
C  0.60  2.90  -5.34  0.23
P  1.88  1.26  -1.05  2.11
C  3.53  1.59  -0.33  0.62
C  3.77  2.81  0.31  -0.47
C  4.99  3.07  0.92  -0.84
C  5.99  2.11  0.91  -0.88
C  5.76  0.89  0.30  -1.09
C  4.54  0.63  -0.31  -0.51
C  2.25  0.40  -2.62  0.83
C  1.17  -0.09  -3.35  0.41
C  1.34  -0.69  -4.58  -0.54
C  2.61  -0.80  -5.13  -1.04
C  3.69  -0.27  -4.44  -1.01
C  3.52  0.34  -3.21  -0.92
H  1.44  3.72  -1.09  0.48
H  2.65  3.14  -2.27  1.20
H  -1.29  3.43  -3.43  0.55
H  -0.72  4.25  -1.96  0.16
H  -2.24  0.88  1.16  -1.35
H  -2.71  1.89  3.29  0.57
H  -3.34  4.27  3.29  0.49
H  -2.98  5.63  1.25  0.44
H  -2.24  4.55  -0.81  0.61
H  -2.03  1.26  -4.21  0.26
H  -4.13  0.67  -5.33  0.47
H  -6.25  0.62  -4.04  0.39
H  -6.24  1.23  -1.64  0.45
H  -4.15  1.84  -0.53  0.24
H  2.48  4.98  -3.45  0.44
H  3.12  5.79  -5.67  0.41
H  2.15  4.76  -7.70  0.42
H  0.55  2.89  -7.48  0.43
H  -0.10  2.08  -5.24  0.13
H  3.01  3.57  0.33  0.25
H  5.15  4.03  1.39  0.50
H  6.94  2.31  1.39  0.43
H  6.53  0.13  0.29  0.48
H  4.38  -0.34  -0.77  0.74
H  0.17  0.02  -2.93  -0.48
H  0.48  -1.06  -5.12  0.55
H  2.76  -1.27  -6.09  0.47
H  4.69  -0.32  -4.87  0.51
H  4.38  0.79  -2.72  0.59
Br  -1.35  -7.28  2.52  -0.16
C  -0.98  -5.45  2.36  -0.13
C  -0.43  -4.76  3.43  -0.93
C  -0.18  -3.40  3.32  -0.25
C  -0.49  -2.72  2.14  -0.57
C  -1.00  -3.43  1.07  0.84
C  -1.26  -4.79  1.18  -1.30
N  -0.28  -1.31  2.04  1.55
C  -0.41  -0.61  3.09  -1.55
C  -0.19  0.82  3.07  0.08
C  -0.02  1.51  4.26  -0.67
C  0.42  2.82  4.25  -1.32
C  0.74  3.40  3.01  -1.18
C  0.47  2.72  1.86  0.00
N  -0.16  1.48  1.83  1.18
H  -0.19  -5.28  4.35  0.45
H  0.29  -2.89  4.15  0.50
H  -1.23  -2.93  0.14  0.08
H  -1.68  -5.32  0.34  0.57
H  -0.73  -1.04  4.04  0.85
H  -0.18  0.98  5.19  0.60
H  0.57  3.36  5.17  0.53
H  1.19  4.38  2.96  0.56
H  0.62  3.16  0.89  0.16
N  -2.87  -1.72  -1.73  0.03
C  -2.62  -1.20  -0.48  0.19
O  -1.51  -0.60  -0.34  1.24
C  -3.63  -1.39  0.49  0.85
C  -3.48  -1.08  1.85  -0.16
N  -3.36  -0.83  2.97  -0.86
C  -4.88  -1.91  0.06  -1.36
N  -5.90  -2.31  -0.29  -0.65
H  -2.37  -1.30  -2.49  0.22
H  -3.79  -2.06  -1.94  0.29

## Properties
E_HOMO (alpha / beta) (eV): -9.697 / -9.767
Gap between HOMO and LUMO (alpha / beta) (eV): 5.776 / 5.852
Energy above the lowest of the compared OMol25 structures with the same formula, charge and spin (kcal per mole): 22.8
DFT total energy (Ha): -9858.4831
Charge: +1
Lowest unoccupied orbital energy (alpha / beta) (eV): -3.92 / -3.91
2S+1: 1

---

Entry from the OMol25 dataset: C60H50N5O2PdSSiTe as an isolated structure (ωB97M-V/def2-TZVPD).

Last column: Mulliken charge in e.
Cartesian coordinates (Å):
Pd  0.11  -0.09  0.26  -1.14
S  -0.32  -0.70  2.44  -0.52
C  -1.73  -1.72  2.40  0.54
N  -2.30  -2.02  3.51  -0.80
N  -3.38  -2.92  3.45  0.01
C  -3.16  -4.28  3.26  0.62
C  -1.94  -4.81  2.82  -0.20
C  -1.81  -6.18  2.61  -0.70
C  -2.86  -7.05  2.85  -0.59
C  -4.07  -6.52  3.30  -0.42
C  -4.22  -5.16  3.51  -0.62
N  -2.24  -2.30  1.19  -0.74
N  -1.93  -1.67  0.19  1.87
C  -2.43  -2.15  -1.06  -0.29
C  -3.13  -3.35  -1.20  -0.92
C  -3.56  -3.71  -2.47  -0.79
C  -3.31  -2.89  -3.56  -0.71
C  -2.60  -1.71  -3.40  0.27
C  -2.15  -1.34  -2.15  0.40
H  -3.98  -2.74  4.24  0.32
H  -1.10  -4.16  2.63  0.48
H  -0.86  -6.56  2.26  0.39
H  -2.75  -8.11  2.68  0.38
H  -4.91  -7.18  3.50  0.36
H  -5.16  -4.76  3.85  0.32
H  -3.32  -3.96  -0.34  0.64
H  -4.11  -4.64  -2.60  0.41
H  -3.66  -3.18  -4.55  0.46
H  -2.41  -1.07  -4.26  0.11
H  -1.58  -0.42  -1.99  -0.57
C  4.11  1.12  -6.00  -1.58
C  3.13  0.93  -4.87  0.26
C  1.77  0.70  -5.09  -0.49
C  0.87  0.58  -4.05  0.47
C  -0.56  0.44  -4.40  0.63
O  -1.45  1.13  -3.94  -0.74
C  -0.93  -0.62  -5.41  -0.65
C  -2.09  -0.46  -6.16  0.11
C  -2.51  -1.46  -7.03  -0.82
C  -1.78  -2.64  -7.13  -0.49
C  -0.63  -2.81  -6.38  -0.84
C  -0.20  -1.80  -5.53  0.39
C  1.27  0.62  -2.67  -1.95
O  0.36  0.48  -1.79  1.12
C  2.70  0.75  -2.45  1.86
C  3.54  0.93  -3.55  -0.88
C  3.34  0.56  -1.14  0.16
N  2.65  0.42  -0.07  0.61
C  3.22  0.00  1.19  -0.97
C  3.24  -1.53  1.32  -1.04
Te  1.56  -2.55  0.43  0.27
C  2.70  -3.12  -1.28  0.05
C  2.38  -2.58  -2.52  0.75
C  3.15  -2.88  -3.64  -0.51
C  4.24  -3.72  -3.52  -0.78
C  4.56  -4.29  -2.29  -0.74
C  3.79  -3.98  -1.17  -0.27
C  4.84  0.46  -1.09  -1.38
C  5.59  1.53  -0.61  -0.04
C  6.97  1.44  -0.52  -0.85
C  7.62  0.28  -0.91  -0.53
C  6.88  -0.79  -1.40  -0.87
C  5.50  -0.70  -1.50  0.59
H  3.60  1.07  -6.96  0.39
H  4.88  0.35  -5.99  0.31
H  4.61  2.09  -5.94  0.33
H  1.40  0.65  -6.11  0.35
H  -2.67  0.45  -6.04  0.43
H  -3.41  -1.33  -7.61  0.39
H  -2.11  -3.43  -7.80  0.39
H  -0.06  -3.73  -6.44  0.45
H  0.69  -1.93  -4.93  0.25
H  4.60  1.06  -3.36  0.47
H  2.59  0.41  1.98  0.25
H  4.24  0.36  1.36  0.48
H  3.29  -1.84  2.36  0.59
H  4.10  -1.95  0.79  0.46
H  1.54  -1.90  -2.60  -0.32
H  2.91  -2.42  -4.59  0.40
H  4.85  -3.95  -4.39  0.37
H  5.40  -4.96  -2.20  0.36
H  4.04  -4.42  -0.21  0.44
H  5.08  2.44  -0.30  0.48
H  7.54  2.28  -0.14  0.40
H  8.70  0.20  -0.84  0.37
H  7.37  -1.70  -1.71  0.47
H  4.92  -1.52  -1.90  0.19
C  -5.27  -0.14  -1.08  -0.99
C  -4.37  0.43  -1.97  -0.30
C  -3.20  1.03  -1.50  -0.22
C  -2.92  1.07  -0.13  0.97
C  -3.84  0.49  0.75  -0.75
C  -5.00  -0.11  0.28  -0.69
Si  -1.27  1.72  0.52  1.25
C  -0.65  3.11  -0.61  0.77
C  -1.49  3.93  -1.36  0.26
C  -1.00  4.95  -2.16  -0.85
C  0.37  5.18  -2.23  -0.69
C  1.23  4.37  -1.50  -0.28
C  0.73  3.35  -0.70  -0.88
C  -1.72  2.63  2.13  0.86
C  -2.70  3.62  1.99  -0.33
C  -3.13  4.38  3.07  -0.76
C  -2.58  4.17  4.32  -0.52
C  -1.61  3.20  4.49  -0.70
C  -1.19  2.44  3.40  -0.35
H  -6.17  -0.62  -1.44  0.39
H  -4.55  0.39  -3.04  0.47
H  -2.49  1.42  -2.21  0.49
H  -3.64  0.50  1.82  0.42
H  -5.69  -0.57  0.98  0.39
H  -2.57  3.76  -1.33  0.27
H  -1.68  5.56  -2.74  0.38
H  0.76  5.96  -2.86  0.37
H  2.30  4.53  -1.56  0.41
H  1.41  2.71  -0.17  -0.18
H  -3.15  3.80  1.02  0.21
H  -3.89  5.14  2.92  0.41
H  -2.92  4.76  5.17  0.36
H  -1.17  3.02  5.46  0.40
H  -0.43  1.68  3.55  0.28

## Properties
E_HOMO (eV): -4.383
Gap between HOMO and LUMO (eV): 6.471
Energy above the lowest of the compared OMol25 structures with the same formula, charge and spin (kcal per mole): 33.5
DFT total energy (Ha): -3824.2869
Charge: -1
Lowest unoccupied orbital energy (eV): 2.09
2S+1: 1